(1)
The following is a DFT calculation (ωB97M-V/def2-TZVPD) of C32H40N5OP2V as an isolated structure at a distorted geometry.

Geometry as XYZ:
```
81
Properties=species:S:1:pos:R:3:forces:R:3
V 2.912 1.443 2.275 -0.041 0.242 -1.589
C 3.463 -0.774 2.367 0.101 0.055 -1.135
C 3.021 -0.383 1.095 1.170 -0.373 0.713
C 1.619 -0.276 0.604 -1.107 -0.690 -1.176
C 0.805 1.026 0.758 -0.383 -0.411 -0.805
C 0.726 1.552 2.143 -0.600 0.312 0.751
C 1.041 0.854 3.314 -0.529 0.861 -0.281
C 1.178 -0.619 3.486 -0.073 -1.219 0.740
C 2.630 -1.142 3.540 -0.731 -0.237 0.787
C 3.671 2.987 0.985 -0.161 -0.347 0.028
H 4.513 -1.064 2.474 -0.223 0.280 -0.193
H 3.783 -0.344 0.308 -0.177 0.074 0.354
H 1.002 -1.091 1.000 0.337 0.243 -0.077
H 1.662 -0.460 -0.484 0.001 0.062 0.260
H 1.190 1.799 0.075 -0.021 -0.181 0.216
H -0.204 0.788 0.366 0.019 -0.024 -0.008
H 0.299 2.551 2.240 0.213 -0.066 0.034
H 0.945 1.404 4.258 -0.069 -0.063 -0.385
H 0.600 -1.209 2.760 0.143 0.342 0.284
H 0.737 -0.869 4.465 0.019 -0.016 -0.250
H 3.099 -0.789 4.478 -0.098 0.040 -0.418
H 2.580 -2.233 3.667 0.088 -0.091 -0.143
H 4.748 3.192 1.098 -0.297 0.164 -0.102
H 3.085 3.815 1.439 0.314 0.034 -0.405
H 3.425 2.878 -0.084 0.084 0.302 0.270
P -3.154 0.636 -1.572 -2.763 1.305 -0.462
P -1.258 -1.461 -2.914 -0.066 -2.449 -0.466
N -4.208 0.908 -0.200 0.005 -0.183 0.693
N -4.102 1.697 -2.724 0.798 -0.035 -0.500
N -1.334 -2.727 -1.692 0.025 0.309 1.008
N -0.649 -2.506 -4.207 0.138 0.184 -0.855
C -3.894 -0.965 -2.151 0.293 -0.206 -0.070
C -3.067 -1.522 -3.328 -0.003 0.452 -0.098
C -3.793 1.461 1.020 -0.957 -0.374 -0.003
C -4.880 1.480 1.885 0.682 -0.001 -0.879
C -6.002 0.948 1.179 0.736 -0.207 -1.026
C -5.563 0.594 -0.089 0.284 0.311 0.937
C -3.591 2.879 -3.277 -1.062 -0.165 -0.302
C -4.578 3.475 -4.064 0.576 -0.712 0.794
C -5.733 2.635 -4.004 0.858 -0.799 0.760
C -5.401 1.543 -3.207 0.200 0.759 -0.341
C -0.512 -2.693 -0.561 -0.692 -0.820 -0.107
C -0.845 -3.753 0.270 0.267 0.596 -0.732
C -1.900 -4.475 -0.369 0.016 0.862 -0.806
C -2.206 -3.803 -1.544 0.492 -0.148 0.720
C -1.076 -3.791 -4.558 0.397 0.456 -0.845
C -0.594 -4.097 -5.823 -0.132 0.759 0.975
C 0.164 -2.968 -6.277 -0.323 0.406 0.868
C 0.114 -2.007 -5.278 -0.509 -0.966 -0.028
H -4.948 -0.868 -2.452 0.470 -0.020 0.236
H -3.847 -1.649 -1.289 0.012 0.133 -0.219
H -3.412 -2.529 -3.615 0.275 0.429 0.043
H -3.164 -0.871 -4.213 -0.133 -0.174 0.185
H -2.766 1.775 1.144 -0.114 -0.031 0.064
H -4.880 1.835 2.903 0.078 0.044 -0.060
H -7.012 0.850 1.540 0.013 -0.063 0.031
H -6.081 0.128 -0.910 -0.067 0.128 0.184
H -2.568 3.170 -3.078 -0.166 0.040 0.031
H -4.487 4.398 -4.618 0.072 -0.092 0.109
H -6.693 2.807 -4.470 0.113 -0.080 -0.033
H -5.971 0.654 -2.987 -0.074 0.320 0.014
H 0.232 -1.918 -0.490 -0.114 -0.199 0.034
H -0.377 -3.990 1.218 -0.055 0.047 -0.208
H -2.357 -5.391 -0.029 -0.107 0.110 0.045
H -2.985 -3.987 -2.267 0.107 -0.127 0.122
H -1.686 -4.366 -3.881 0.157 -0.017 -0.140
H -0.776 -5.013 -6.365 0.070 0.014 0.097
H 0.667 -2.880 -7.229 0.022 0.054 0.133
H 0.533 -1.014 -5.216 0.029 -0.062 -0.050
O 3.901 1.950 3.681 3.927 0.462 2.428
N 5.247 2.011 3.901 -1.806 0.701 0.031
C 6.149 1.396 3.098 0.408 -0.267 -0.151
C 7.489 1.393 3.481 -0.442 -0.071 -0.005
C 7.873 1.980 4.685 0.437 -0.156 -0.152
C 6.930 2.691 5.422 -0.782 0.054 -0.052
C 5.615 2.732 4.992 0.901 -0.212 0.336
H 5.792 0.902 2.184 -0.111 0.496 0.608
H 8.199 0.908 2.811 -0.163 0.089 0.333
H 8.891 1.889 5.065 -0.222 0.097 -0.288
H 7.191 3.205 6.342 -0.007 -0.052 -0.211
H 4.829 3.276 5.501 0.032 -0.222 -0.201
```
Positions in Å, forces in eV/Å.

Output
lowest unoccupied orbital energy (spin up / spin down): -0.398 / -0.069 eV
gap between HOMO and LUMO (spin up / spin down): 4.592 / 7.364 eV
2S+1: 5
⟨S²⟩: 6.047
total energy: -87588.86884 eV

---

(2)
The following is a DFT calculation (ωB97M-V/def2-TZVPD) of a 8-piece molecular cluster, C16H48O8S3 overall at a distorted geometry.

Geometry as XYZ:
```
75
Properties=species:S:1:pos:R:3:forces:R:3
C 0.726 3.384 3.168 -1.638 1.877 2.949
C -0.370 2.342 3.721 2.271 -2.212 -3.177
O -0.313 2.081 5.123 -0.115 2.245 0.596
H 0.492 4.493 3.651 1.061 -2.682 -1.066
H 0.636 3.508 2.132 -0.690 0.200 -1.601
H 1.798 3.066 3.241 -1.041 0.214 0.868
H 0.023 1.386 3.033 -0.758 1.485 2.531
H -1.400 2.305 3.262 0.736 1.224 0.853
H -0.394 2.959 5.672 0.154 -2.391 -1.965
C 0.868 1.806 0.016 5.608 -0.521 -7.875
C 1.721 0.711 0.494 1.038 -0.722 -1.147
O 0.976 -0.495 0.535 0.717 -0.598 0.972
H 1.158 2.864 -0.080 1.682 -0.425 0.034
H 0.115 2.002 0.502 -8.483 0.610 5.127
H 0.633 1.529 -1.082 -0.363 0.479 1.657
H 2.172 1.004 1.409 0.526 -0.203 1.349
H 2.520 0.566 -0.258 0.154 0.201 0.417
H 1.534 -1.207 1.002 -1.062 1.438 -0.755
C -3.300 -0.081 -0.518 -3.651 2.724 -1.331
C -2.792 -0.107 0.803 4.155 1.052 0.756
O -3.434 0.854 1.566 1.237 -2.626 3.355
H -4.385 -0.272 -0.510 -0.027 -0.014 0.253
H -2.957 -0.796 -1.128 1.867 -2.470 -2.509
H -3.285 0.938 -0.984 0.576 -0.817 0.339
H -1.560 -0.261 0.776 -2.212 1.963 0.095
H -2.867 -0.997 1.286 -1.418 -2.886 1.377
H -3.655 1.609 1.114 -0.444 2.901 -2.101
C -0.747 -3.662 0.521 4.697 -0.876 -3.082
C 0.056 -4.980 0.899 -5.586 1.022 1.060
O 1.300 -4.916 0.370 3.330 1.203 0.679
H -0.580 -3.650 -0.720 -1.089 0.542 3.405
H -0.264 -2.796 1.028 -0.235 -0.400 -0.721
H -1.687 -3.756 0.896 -3.092 -0.099 0.383
H -0.641 -5.818 0.543 1.798 0.644 -0.735
H -0.284 -5.164 1.992 2.224 0.483 -0.528
H 1.819 -4.036 0.632 -2.175 -2.300 -0.444
C -2.095 1.391 -3.865 -2.823 -1.450 0.047
C -1.385 0.042 -3.911 -0.673 -0.777 1.612
O -0.807 -0.242 -5.121 0.785 -2.109 -2.051
H -2.595 1.413 -2.836 0.656 0.350 -1.427
H -2.977 1.374 -4.666 1.918 0.168 1.626
H -1.490 2.256 -4.018 0.558 0.532 -0.139
H -2.106 -0.749 -3.657 -0.411 0.274 -0.187
H -0.662 -0.153 -3.100 0.159 0.875 0.125
H -0.735 -1.267 -5.188 -0.072 2.333 0.455
C -1.437 4.245 -0.417 -1.842 0.184 2.607
S -3.238 4.428 -0.539 -0.244 -1.888 1.806
O -3.669 3.322 0.436 -0.100 1.294 -1.398
C -3.450 5.913 0.446 -2.261 1.621 0.226
H -1.081 3.558 -1.096 0.504 -2.096 -1.033
H -1.117 4.194 0.644 -0.702 -1.141 -0.400
H -0.957 5.098 -0.618 1.508 3.837 -1.606
H -3.484 6.893 -0.081 0.245 -0.908 -0.150
H -2.679 5.924 1.131 2.026 0.134 1.380
H -4.349 5.949 1.155 0.757 -0.841 -1.552
C 1.569 -2.128 -2.383 -1.142 1.856 -3.335
S 1.139 -3.058 -3.879 -1.612 0.705 1.166
O -0.339 -2.803 -4.183 1.767 -0.170 -0.170
C 2.213 -2.065 -4.896 1.918 3.389 4.651
H 1.871 -1.100 -2.492 -0.815 0.838 -0.866
H 2.446 -2.457 -2.108 4.889 -2.666 1.404
H 1.015 -2.185 -1.549 -2.860 -0.585 2.515
H 1.925 -0.954 -4.956 0.380 -1.677 0.388
H 2.201 -2.448 -5.782 -0.358 -2.270 -5.662
H 3.331 -2.232 -4.565 -2.230 0.498 -0.141
C 3.975 -1.722 3.552 -4.769 4.454 -10.419
S 2.926 -3.017 2.993 -1.848 0.487 -1.365
O 2.303 -2.420 1.709 0.851 -1.363 1.084
C 4.161 -4.100 2.371 -2.673 -5.243 3.685
H 4.616 -1.511 2.664 -0.129 0.174 1.126
H 4.325 -2.032 4.307 5.958 -4.150 10.338
H 3.361 -0.863 3.846 -0.081 -0.152 -0.508
H 4.816 -3.640 1.911 5.856 5.971 -5.024
H 3.828 -4.754 1.541 -0.543 -0.374 1.300
H 4.980 -4.507 3.077 -2.294 -0.379 -0.126
```
Positions in Å, forces in eV/Å.

Output
lowest unoccupied orbital energy: 0.167 eV
gap between HOMO and LUMO: 8.675 eV
total energy: -66242.62569 eV

---

(3)
The following is a DFT calculation (ωB97M-V/def2-TZVPD) of one molecule with the formula C5H8O2.

Geometry as XYZ:
```
15
Properties=species:S:1:pos:R:3:forces:R:3
O 2.346 0.687 0.787 0.083 -0.247 0.027
C 1.056 1.009 0.361 -0.219 0.218 -0.076
C 0.534 0.297 -0.918 -0.015 -0.032 -0.102
C -0.624 -0.218 -0.137 0.125 0.020 0.022
C -1.646 -1.149 -0.586 0.057 0.643 0.532
O -1.150 -2.026 -1.418 -0.189 -0.271 -0.305
C -0.133 0.377 1.147 -0.150 0.019 0.089
H 2.462 -0.270 0.716 0.066 0.164 0.042
H 1.015 2.099 0.313 -0.038 -0.145 -0.011
H 1.175 -0.505 -1.301 -0.005 0.075 0.068
H 0.245 0.918 -1.777 0.084 -0.093 0.084
H -2.239 -1.525 0.284 0.089 -0.081 -0.207
H -2.381 -0.356 -1.001 0.014 -0.245 -0.022
H 0.181 -0.385 1.873 -0.025 0.062 -0.098
H -0.840 1.046 1.656 0.123 -0.088 -0.042
```
Positions in Å, forces in eV/Å.

Output
lowest unoccupied orbital energy (spin up / spin down): -0.794 / -1.458 eV
gap between HOMO and LUMO (spin up / spin down): 7.845 / 6.539 eV
total energy: -9404.82195 eV

---

(4)
The following is a DFT calculation (ωB97M-V/def2-TZVPD) of a 2-piece molecular cluster, C32H33NO6 overall at a distorted geometry.

Geometry as XYZ:
```
72
Properties=species:S:1:pos:R:3:forces:R:3
C -0.744 -6.186 4.354 0.264 0.441 -0.334
N 0.032 -5.406 3.408 0.122 -1.109 0.172
C 1.404 -5.867 3.292 -0.471 0.388 0.040
C -0.429 -4.229 2.801 -0.284 1.100 -0.613
C -0.171 -2.955 3.365 -0.065 -0.897 -0.360
C -0.463 -1.803 2.648 0.129 0.137 0.132
C -1.041 -1.876 1.380 -0.202 0.242 -0.155
C -1.303 -0.623 0.552 0.856 0.169 0.394
C -2.637 -0.039 0.734 -2.883 0.016 1.076
C -3.735 -0.638 0.039 1.518 -0.052 0.849
O -3.571 -1.476 -0.851 -0.696 -0.090 -0.584
O -5.017 -0.349 0.415 -0.587 0.328 0.229
C -5.202 0.600 1.480 0.544 -0.680 0.736
C -5.143 2.023 0.955 0.058 0.162 0.021
C -6.521 0.343 2.214 0.444 -0.120 -0.198
O -4.218 0.359 2.508 -0.543 0.761 -0.319
C -2.912 0.372 2.103 1.189 0.060 -1.093
O -2.027 0.637 2.901 -0.778 0.102 0.271
C -1.440 -3.114 0.890 -0.114 -0.285 -0.221
C -1.123 -4.285 1.565 0.469 -0.032 0.819
H -1.804 -5.913 4.312 0.253 -0.062 -0.003
H -0.620 -7.248 4.089 -0.227 0.093 0.278
H -0.367 -6.027 5.379 -0.226 -0.191 0.001
H 1.919 -5.385 2.453 -0.176 -0.056 0.177
H 1.968 -5.671 4.217 0.151 -0.062 -0.098
H 1.387 -6.954 3.126 0.200 0.107 -0.023
H 0.280 -2.903 4.361 -0.089 0.002 -0.381
H -0.277 -0.825 3.092 0.064 -0.246 -0.212
H -0.627 0.165 0.897 0.492 -0.218 -0.323
H -1.191 -0.844 -0.504 0.457 -0.140 -0.202
H -4.169 2.245 0.499 -0.294 -0.079 0.113
H -5.946 2.153 0.219 0.210 0.012 0.079
H -5.327 2.704 1.796 0.131 -0.083 -0.260
H -6.483 -0.639 2.702 -0.074 0.255 -0.252
H -6.608 1.116 2.987 -0.063 -0.221 -0.161
H -7.366 0.414 1.531 -0.027 -0.069 -0.003
H -2.024 -3.153 -0.032 0.306 0.019 0.155
H -1.376 -5.263 1.144 0.086 0.297 0.170
C -6.846 -1.139 -5.319 -0.085 0.295 -0.366
C -5.875 -1.593 -4.219 -0.053 -0.561 0.277
C -4.741 -0.618 -4.329 0.071 1.070 -0.638
C -4.990 0.198 -5.455 -0.405 -0.031 0.742
O -6.183 -0.035 -6.068 1.046 -0.573 0.740
C -4.134 1.266 -5.772 -0.419 -0.030 0.094
C -3.126 1.598 -4.889 0.551 -0.782 -0.322
C -2.781 0.741 -3.788 -0.600 0.742 -0.457
C -1.604 0.924 -3.002 0.386 -0.148 -0.756
C -0.383 1.402 -3.546 0.314 -0.035 -0.466
C 0.752 1.693 -2.716 -0.046 0.271 0.328
C 1.800 2.447 -3.200 -0.314 0.173 -0.846
C 1.762 2.918 -4.540 0.063 0.443 0.560
O 2.753 3.790 -4.864 -0.656 -1.100 0.904
C 3.634 3.922 -3.674 -0.070 0.117 -0.512
C 3.039 3.022 -2.578 0.324 -0.050 0.528
C 0.754 2.504 -5.420 0.989 0.612 -0.478
C -0.225 1.675 -4.958 -0.878 -0.084 0.401
C -3.665 -0.330 -3.514 -0.149 -0.627 0.137
H -7.076 -1.933 -6.044 0.086 0.379 0.209
H -7.784 -0.734 -4.910 0.350 -0.047 -0.238
H -6.344 -1.568 -3.230 0.155 0.011 -0.139
H -5.550 -2.625 -4.400 0.015 0.200 0.100
H -4.339 1.825 -6.669 -0.051 0.422 0.057
H -2.545 2.500 -5.054 -0.195 -0.077 0.006
H -1.640 0.670 -1.939 0.031 -0.276 -0.155
H 0.754 1.332 -1.680 -0.116 0.307 -0.330
H 4.642 3.612 -3.989 -0.440 0.154 0.092
H 3.646 4.987 -3.396 -0.040 -0.412 -0.196
H 2.822 3.608 -1.680 -0.023 -0.176 -0.078
H 3.750 2.239 -2.305 -0.089 0.043 0.062
H 0.799 2.875 -6.443 -0.080 -0.415 0.097
H -0.929 1.259 -5.687 0.264 0.190 0.490
H -3.462 -0.962 -2.657 -0.080 0.001 0.234
```
Positions in Å, forces in eV/Å.

Output
lowest unoccupied orbital energy: -2.625 eV
gap between HOMO and LUMO: 3.715 eV
total energy: -47491.46538 eV